(1)
The following is a quantum chemistry calculation of a structure of composition C13H23FNPTc, from the Open Molecules 2025 dataset.

Computed properties:
Multiplicity: 4
Orbital gap (spin up / spin down): 0.2402 / 0.2326 Ha
Energy: -1085.12609 Eh
Expectation value of S²: 3.80
Charge: +2

XYZ file:
```
40
C13H23FNPTc (ωB97M-V with the def2-TZVPD basis set)
Tc 2.31726 0.32943 0.56476
P 1.25069 -1.17935 1.81181
F 2.49167 2.09669 -0.01182
N -2.12897 2.33988 -0.54256
C 0.73340 -2.58473 -1.86104
C -0.05430 1.71240 -2.08185
C 0.98489 -1.80189 -0.74166
C 1.52312 -2.47761 0.49770
C -1.97247 3.08212 0.69199
C -0.09031 -0.62103 -2.95319
C -0.54410 -1.49383 2.08416
C 0.82453 -0.38476 -0.74952
C 0.17696 0.22443 -1.86788
C -1.20156 2.65136 -1.60509
C 0.18804 -1.98437 -2.98756
C 1.94458 -1.85458 3.34982
C -2.67676 1.01140 -0.39549
H -1.10388 -1.44084 1.13888
H 1.49796 -1.33410 4.21046
H 0.94733 -3.35471 0.81812
H -0.02083 -2.58187 -3.87269
H 2.59769 -2.77060 0.51108
H 0.92551 -3.65904 -1.81759
H -0.10533 1.82287 -3.18109
H 2.85525 0.90295 2.08789
H -1.13626 3.78536 0.59477
H 1.73138 -2.92078 3.44835
H -0.51675 -0.17099 -3.84563
H 3.03512 -1.69367 3.34852
H -0.72571 3.59203 -1.28936
H -0.95067 -0.76087 2.79139
H -3.76584 0.99153 -0.54646
H -1.82932 2.90552 -2.48025
H 2.02879 0.86076 2.21660
H -0.70793 -2.49593 2.51256
H -2.86711 3.68036 0.92596
H -2.22468 0.31284 -1.10300
H -2.49920 0.65600 0.62957
H -1.81356 2.38849 1.52737
H 0.88137 2.21911 -1.82807
```

(2)
The following is a quantum chemistry calculation of a structure of composition H22HeO11, from the Open Molecules 2025 dataset.

Computed properties:
Orbital gap: 0.3924 Ha
Energy: -843.76771 Eh

XYZ file:
```
34
H22HeO11 (ωB97M-V with the def2-TZVPD basis set)
O -1.44073 1.23583 -1.97097
O 0.73161 -3.14732 -1.93669
O 0.81769 -1.34317 3.36301
O 1.01548 0.31748 -2.99799
O -3.09888 -1.33222 1.04568
O -0.61996 3.49380 -0.23855
O -2.16736 1.16255 1.82283
O -1.78655 -1.55487 -1.32752
O 1.29647 2.03569 1.26519
O 2.95584 -1.27475 -1.37707
O 2.75936 -0.33182 1.50575
He 0.35341 -0.37273 -0.04193
H 0.95265 -2.26183 3.59559
H 1.73599 1.19043 1.17251
H 2.51169 -2.11836 -1.46238
H 0.00658 2.98522 0.27626
H 2.39223 -0.65843 -1.84475
H -1.24736 1.42562 1.84779
H -1.63973 -0.71485 -1.76231
H -2.25745 1.54275 -2.36467
H 0.36619 -0.96803 4.11909
H -1.17927 1.94166 -1.37964
H 0.67202 -3.66070 -1.13100
H -2.17569 -1.32376 -0.48408
H -2.42799 1.11352 2.74256
H 2.85506 -0.76424 0.65717
H 1.97854 -0.72945 1.89103
H 1.29832 1.08208 -3.49961
H 0.03649 -2.49411 -1.85700
H -4.03590 -1.15445 1.12704
H 0.10083 0.49780 -2.78090
H -2.67597 -0.51283 1.30255
H 1.99279 2.64180 1.51817
H -0.07652 4.05168 -0.79503
```

(3)
The following is a quantum chemistry calculation of the ion C2H2N3S2 with charge +1, from the Open Molecules 2025 dataset.

Computed properties:
Orbital gap: 0.2581 Ha
Energy: -1037.60608 Eh
Charge: +1

XYZ file:
```
9
C2H2N3S2 (ωB97M-V with the def2-TZVPD basis set)
S 0.28653 1.58955 0.65067
S -2.74900 -1.06849 0.69677
N 1.71608 -0.49890 0.00858
N -1.46047 1.19137 -0.24475
N 0.77039 0.07288 0.60654
C -2.11664 0.25466 0.23320
C 2.36817 -1.41940 -0.40689
H 2.96304 -2.15000 -0.83182
H -1.77812 2.02833 -0.71230
```

(4)
The following is a quantum chemistry calculation of a cluster of 2 separate species, C4H11N3O in total, from the Open Molecules 2025 dataset.

Computed properties:
Orbital gap: 0.3513 Ha
Structure (SMILES): NC(N)=O.C=CNC
Energy: -398.52368 Eh

XYZ file:
```
19
C4H11N3O (ωB97M-V with the def2-TZVPD basis set)
O -1.45420 -1.14988 2.81894
N 1.06045 0.97183 -0.98950
N -2.26329 0.20071 1.16227
N -0.50011 -1.22335 0.72689
C 1.91268 2.08279 -0.60324
C 0.99394 -0.55302 -2.86421
C -1.40334 -0.75726 1.67720
C 1.61441 -0.00587 -1.82134
H 2.75812 1.72219 -0.01797
H -2.51755 0.06635 0.19598
H -3.05674 0.33886 1.77405
H -0.02283 -0.48744 0.22242
H 2.62672 -0.30613 -1.56674
H -0.01284 -0.21503 -3.10585
H 1.36049 2.77316 0.03040
H 0.18695 1.27470 -1.41109
H 0.16822 -1.85594 1.12838
H 1.33653 -1.39234 -3.44570
H 2.30168 2.63296 -1.46613
```

Q: Which energy above the lowest of the compared OMol25 structures with the same formula, charge and spin values were calculated for the entries above? A: 36.04; 0.00; 43.22; 19.13, in kcal/mol.